C31H26F4NO5OsS2 as an isolated structure, computed with ωB97M-V/def2-TZVPD.

Cartesian coordinates (Å):
Os -0.3673 -1.1980 -1.0570
S -1.1987 -3.3008 -0.3367
C -0.2762 -4.6122 -1.0207
C -0.6334 -5.9449 -0.8426
C 0.1451 -6.9584 -1.3885
C 1.2796 -6.6420 -2.1234
C 1.6358 -5.3116 -2.3109
C 0.8617 -4.2977 -1.7579
S 1.2936 -2.6136 -1.9372
H -1.5250 -6.1838 -0.2744
H -0.1407 -7.9936 -1.2443
H 1.8862 -7.4282 -2.5569
H 2.5186 -5.0583 -2.8869
C 2.1775 1.2391 5.7512
C 0.6989 1.5061 5.5110
C -0.1255 1.0633 6.7101
C -1.5972 1.3563 6.4866
C -2.0609 0.7051 5.2143
C -3.3696 0.3176 5.0455
C -3.7783 -0.2840 3.8593
F -5.0751 -0.6399 3.7540
C -2.9185 -0.5179 2.8280
C -1.5778 -0.1365 2.9844
C -0.6515 -0.3731 1.8772
O -1.1249 -0.9476 0.8679
C 0.6807 0.0543 2.0586
C 1.0223 0.6214 3.2507
N 0.1976 0.8257 4.2931
C -1.1440 0.4681 4.1702
C 1.8002 -0.0984 1.0421
O 2.9008 0.3471 1.3767
O 1.5273 -0.6803 -0.0451
H 2.4408 1.6334 6.7330
H 2.8273 1.7190 5.0231
H 2.3828 0.1675 5.7434
H 0.5469 2.5822 5.3665
H 0.2466 1.5833 7.5937
H 0.0293 -0.0083 6.8692
H -1.7447 2.4398 6.4252
H -2.2019 1.0038 7.3233
H -4.0959 0.4726 5.8339
H -3.2334 -0.9832 1.9029
H 2.0551 0.9211 3.3483
F -3.2459 -0.9988 -0.8526
C -2.3201 -1.1501 -1.8648
F -2.7900 -2.1619 -2.6231
F -2.5516 -0.0337 -2.6506
C 1.6502 4.6477 -6.5698
C 1.2515 3.6052 -5.5606
C 0.1865 3.8182 -4.6976
C -0.1998 2.8670 -3.7581
C -1.3379 3.1687 -2.8209
C 0.5005 1.6598 -3.7129
C 1.5849 1.4167 -4.5665
C 2.3755 0.1373 -4.4984
C 1.9429 2.4033 -5.4758
C 0.1238 0.6186 -2.7223
O -0.0617 0.8960 -1.4995
O 0.0228 -0.5962 -3.0501
H 1.1355 5.5909 -6.3863
H 1.4062 4.3255 -7.5846
H 2.7246 4.8374 -6.5386
H -0.3605 4.7543 -4.7460
H -1.8752 4.0544 -3.1615
H -0.9666 3.3502 -1.8116
H -2.0379 2.3377 -2.7503
H 2.6287 -0.1260 -3.4704
H 3.3005 0.2405 -5.0663
H 1.8069 -0.7046 -4.8925
H 2.7920 2.2273 -6.1289

Computed properties:
LUMO level ... 1.8 eV
HOMO ... -3.4 eV
Orbital gap ... 5.2 eV
E ... -2914.58335 Ha
Net charge ... -1
Energy above the lowest of the compared OMol25 structures with the same formula, charge and spin ... 18.5 kcal per mole